Computed, not measured: 2 unconnected molecules or ions with the total composition H5ISi2, with ωB97M-V/def2-TZVPD.

Bonds (Å) are listed after each position.
Positions of all 8 atoms, in Å:
1 Si -0.866 -0.935 -0.123  Si2 2.249, H4 1.465, H5 1.415, H6 1.475
2 Si 0.609 0.759 -0.003  Si1 2.249, I3 2.557, H7 1.557
3 I 2.965 -0.191 -0.294  Si2 2.557
4 H -1.931 -0.417 -0.986  Si1 1.465
5 H -0.342 -2.249 -0.141  Si1 1.415
6 H -1.340 -0.526 1.212  Si1 1.475
7 H 0.568 1.240 1.477  Si2 1.557
8 H 0.338 2.318 -1.142  no bonds

## Properties
HOMO-LUMO gap, hartree: 0.34835
Largest force on an atom, eV/Å: 3.5
2S+1: 1
HOMO, eV: -9.43
Electronic energy, a.u.: -879.604782

***

Computed, not measured: 2 unconnected molecules or ions with the total composition H5N2O2P, with ωB97M-V/def2-TZVPD.

Bonds (Å) are listed after each position.
Positions of all 10 atoms, in Å:
1 N 2.572 0.334 0.328  H6 1.011
2 N -1.578 -0.816 0.565  P5 1.687, H7 1.018, H8 1.018
3 O 0.197 -0.831 -1.110  P5 1.618, H9 0.971
4 O -0.496 1.500 -0.175  P5 1.644, H10 0.972
5 P -0.113 -0.037 0.266  N2 1.687, O3 1.618, O4 1.644
6 H 2.574 -0.112 1.236  N1 1.011
7 H -2.095 -0.457 1.364  N2 1.018
8 H -2.250 -0.606 -0.170  N2 1.018
9 H 1.106 -0.859 -1.448  O3 0.971
10 H 0.082 1.884 -0.857  O4 0.972

## Properties
HOMO-LUMO gap (alpha / beta), hartree: 0.28715 / 0.28654
Largest force on an atom, eV/Å: 1.7
2S+1: 1
HOMO (alpha / beta), eV: -8.79 / -8.89
Electronic energy, a.u.: -604.244170

***

Computed, not measured: a single H5N2OP molecule, with ωB97M-V/def2-TZVPD.

Bonds (Å) are listed after each position.
Positions of all 9 atoms, in Å:
1 N 1.919 -0.630 0.475  O2 1.474, H5 1.094, H6 0.981
2 O 0.579 -0.297 -0.041  N1 1.474, P3 1.653
3 P -0.590 0.649 0.644  O2 1.653, N4 1.692, H7 1.532
4 N -1.470 0.725 -0.799  P3 1.692, H8 0.991, H9 0.982
5 H 2.559 0.246 0.329  N1 1.094
6 H 2.270 -1.268 -0.183  N1 0.981
7 H -1.424 -0.401 1.384  P3 1.532
8 H -1.518 -0.228 -1.065  N4 0.991
9 H -2.326 1.204 -0.743  N4 0.982

## Properties
HOMO-LUMO gap, hartree: 0.35774
Largest force on an atom, eV/Å: 3.9
2S+1: 1
HOMO, eV: -8.69
Electronic energy, a.u.: -529.022211
SMILES string: NOPN

***

Computed, not measured: a single H5N2OPS molecule, with ωB97M-V/def2-TZVPD.

Bonds (Å) are listed after each position.
Positions of all 10 atoms, in Å:
1 N 0.134 0.860 -1.491  P2 1.743, H6 1.039, H7 0.964
2 P 0.833 0.111 -0.080  N1 1.743, N3 2.044, O4 1.623, S5 1.896
3 N -0.463 -1.137 0.888  P2 2.044, H8 0.954, H9 1.101
4 O 0.395 1.335 0.892  P2 1.623, H10 0.954
5 S 2.606 -0.544 0.070  P2 1.896
6 H -0.570 1.549 -1.162  N1 1.039
7 H 0.241 0.759 -2.444  N1 0.964
8 H 0.128 -1.742 1.329  N3 0.954
9 H -0.886 -1.802 0.120  N3 1.101
10 H -0.032 1.021 1.684  O4 0.954

## Properties
HOMO-LUMO gap, hartree: 0.35786
Largest force on an atom, eV/Å: 6.1
2S+1: 1
HOMO, eV: -9.17
Electronic energy, a.u.: -927.326045
SMILES string: NP(N)(O)=S

***

Computed, not measured: 2 unconnected molecules or ions with the total composition H5N2P, with ωB97M-V/def2-TZVPD.

Bonds (Å) are listed after each position.
Positions of all 8 atoms, in Å:
1 N -0.715 0.235 0.801  N2 1.375, H4 1.023, H5 1.003
2 N -0.149 0.488 -0.426  N1 1.375, P3 1.791
3 P 1.082 -0.728 -0.889  N2 1.791, H7 1.330, H8 1.381
4 H -1.610 0.730 0.843  N1 1.023
5 H -0.229 0.106 1.669  N1 1.003
6 H 0.691 1.929 -0.559  no bonds
7 H 0.112 -1.235 -1.645  P3 1.330
8 H 0.818 -1.526 0.206  P3 1.381

## Properties
HOMO-LUMO gap, hartree: 0.32363
Largest force on an atom, eV/Å: 3.8
2S+1: 1
HOMO, eV: -8.37
Electronic energy, a.u.: -453.684775

***

Computed, not measured: a single H5N3 molecule, with ωB97M-V/def2-TZVPD.

Bonds (Å) are listed after each position.
Positions of all 8 atoms, in Å:
1 N 0.090 0.014 1.085  N2 1.432, H4 1.033, H5 1.014
2 N 0.474 0.376 -0.246  N1 1.432, N3 1.427, H6 0.972
3 N -0.208 -0.384 -1.245  N2 1.427, H7 0.987, H8 1.087
4 H -0.550 0.604 1.641  N1 1.033
5 H 0.775 -0.242 1.788  N1 1.014
6 H 0.418 1.294 -0.561  N2 0.972
7 H 0.240 -1.206 -1.557  N3 0.987
8 H -1.238 -0.456 -0.906  N3 1.087

## Properties
HOMO-LUMO gap, hartree: 0.37562
Largest force on an atom, eV/Å: 4.2
2S+1: 1
HOMO, eV: -8.90
Electronic energy, a.u.: -167.170384
SMILES string: NNN

***

Computed, not measured: 2 unconnected molecules or ions with the total composition H5N3P2, with ωB97M-V/def2-TZVPD.

Bonds (Å) are listed after each position.
Positions of all 10 atoms, in Å:
1 N 0.425 1.250 1.572  P4 1.526
2 N 1.190 -0.658 0.310  N3 1.306, H6 1.030
3 N 0.018 -1.201 0.121  N2 1.306, P5 1.706, H7 1.088
4 P 1.738 2.021 1.481  N1 1.526, H8 1.437
5 P -1.435 -0.661 -0.591  N3 1.706, H9 1.373, H10 1.487
6 H 1.538 0.060 -0.340  N2 1.030
7 H -0.083 -2.183 0.580  N3 1.088
8 H 1.288 3.246 2.084  P4 1.437
9 H -2.140 -1.409 0.318  P5 1.373
10 H -1.661 -1.818 -1.497  P5 1.487

## Properties
HOMO-LUMO gap (alpha / beta), hartree: 0.26346 / 0.32599
Largest force on an atom, eV/Å: 3.1
2S+1: 1
HOMO (alpha / beta), eV: -7.59 / -8.90
Electronic energy, a.u.: -849.758259

***

Computed, not measured: 2 unconnected molecules or ions with the total composition H5N3S, with ωB97M-V/def2-TZVPD.

Bonds (Å) are listed after each position.
Positions of all 9 atoms, in Å:
1 H 2.169 -1.049 1.020  N2 1.017
2 N 1.871 -0.214 0.523  H1 1.017, N3 1.202
3 N 1.484 -0.247 -0.615  N2 1.202, H4 1.000
4 H 1.571 -1.138 -1.062  N3 1.000
5 N -1.304 0.933 -0.397  S6 1.719, H7 1.033, H8 0.990
6 S -2.107 -0.444 0.247  N5 1.719, H9 1.238
7 H -1.031 1.679 0.264  N5 1.033
8 H -0.599 0.731 -1.062  N5 0.990
9 H -2.970 -0.204 -0.609  S6 1.238

## Properties
HOMO-LUMO gap, hartree: 0.35247
Largest force on an atom, eV/Å: 3.7
2S+1: 1
HOMO, eV: -8.85
Electronic energy, a.u.: -565.340396
SMILES string: [H]/N=N\[H].NS

***

Computed, not measured: 2 unconnected molecules or ions with the total composition H5N3S, with ωB97M-V/def2-TZVPD.

Bonds (Å) are listed after each position.
Positions of all 9 atoms, in Å:
1 N -1.335 -0.131 0.517  N3 1.370, H5 1.011, H6 0.989
2 N 1.954 0.048 2.084  S4 1.535, H8 0.991
3 N -0.053 0.286 0.755  N1 1.370, S4 1.588
4 S 0.467 -0.328 2.125  N2 1.535, N3 1.588
5 H -1.838 -0.838 1.036  N1 1.011
6 H -1.877 0.603 0.137  N1 0.989
7 H 0.540 0.154 -1.695  H9 0.661
8 H 2.470 -0.687 2.504  N2 0.991
9 H 0.684 -0.442 -1.941  H7 0.661

## Properties
HOMO-LUMO gap (alpha / beta), hartree: 0.29484 / 0.29101
Largest force on an atom, eV/Å: 3.9
2S+1: 1
HOMO (alpha / beta), eV: -8.22 / -8.26
Electronic energy, a.u.: -565.291445

***

Computed, not measured: 2 unconnected molecules or ions with the total composition H5N3S, with ωB97M-V/def2-TZVPD.

Bonds (Å) are listed after each position.
Positions of all 9 atoms, in Å:
1 N 1.305 0.642 0.765  N3 1.319, H5 1.013, H6 1.025
2 N -0.860 -1.136 -0.783  S4 1.695, H7 1.037, H8 1.016
3 N 0.431 1.578 0.449  N1 1.319, H9 1.016
4 S -1.563 0.404 -0.869  N2 1.695
5 H 1.247 -0.089 1.464  N1 1.013
6 H 1.581 0.206 -0.121  N1 1.025
7 H -1.500 -1.890 -0.469  N2 1.037
8 H -0.409 -1.434 -1.643  N2 1.016
9 H -0.230 1.720 1.208  N3 1.016

## Properties
HOMO-LUMO gap (alpha / beta), hartree: 0.32529 / 0.27425
Largest force on an atom, eV/Å: 2.2
2S+1: 1
HOMO (alpha / beta), eV: -8.13 / -7.85
Electronic energy, a.u.: -565.331474

***

Computed, not measured: 2 unconnected molecules or ions with the total composition H5N3S2, with ωB97M-V/def2-TZVPD.

Bonds (Å) are listed after each position.
Positions of all 10 atoms, in Å:
1 N 0.902 -1.016 -0.434  H6 1.126, H7 1.009, H9 1.055
2 N -1.295 1.041 -0.243  N3 1.258, S4 1.634, H8 1.144
3 N -0.580 0.370 0.546  N2 1.258, S5 1.712
4 S -2.446 0.296 -1.133  N2 1.634
5 S 0.530 1.092 1.631  N3 1.712, H10 1.361
6 H 1.872 -0.662 -0.884  N1 1.126
7 H 1.126 -1.868 0.059  N1 1.009
8 H -1.339 2.183 -0.235  N2 1.144
9 H 0.287 -1.270 -1.253  N1 1.055
10 H 0.942 -0.167 1.945  S5 1.361

## Properties
HOMO-LUMO gap (alpha / beta), hartree: 0.29150 / 0.29173
Largest force on an atom, eV/Å: 4.6
2S+1: 1
HOMO (alpha / beta), eV: -7.88 / -7.89
Electronic energy, a.u.: -963.500715

***

Computed, not measured: 2 unconnected molecules or ions with the total composition H5NO2Si, with ωB97M-V/def2-TZVPD.

Bonds (Å) are listed after each position.
Positions of all 9 atoms, in Å:
1 N 2.160 0.361 -0.193  H5 1.028, H6 1.032
2 O -0.931 1.408 -0.413  Si4 1.633, H7 0.955
3 O -1.420 -1.311 -0.015  Si4 1.627, H8 0.934
4 Si -0.940 0.121 0.590  O2 1.633, O3 1.627, H9 1.505
5 H 2.752 -0.174 0.456  N1 1.028
6 H 2.344 -0.342 -0.925  N1 1.032
7 H -0.140 1.374 -0.946  O2 0.955
8 H -2.110 -1.801 -0.410  O3 0.934
9 H -1.716 0.364 1.856  Si4 1.505

## Properties
HOMO-LUMO gap (alpha / beta), hartree: 0.37220 / 0.24526
Largest force on an atom, eV/Å: 1.6
2S+1: 1
HOMO (alpha / beta), eV: -10.39 / -7.39
Electronic energy, a.u.: -497.671591